1.
Density functional theory data (ωB97M-V/def2-TZVPD) for an isolated ion of composition C25H33N4O3S2 and charge +1 at a distorted geometry.

Last column: Löwdin charge in e.
Element x y z (Å)
C 0.59 3.18 4.95  -0.08
H -0.38 2.71 4.78  0.08
H 1.35 2.40 4.94  0.08
H 0.58 3.65 5.92  0.08
C 0.87 4.22 3.86  -0.21
C 0.88 3.58 2.51  -0.23
C -0.28 3.56 1.74  -0.03
C -0.25 2.91 0.52  -0.42
C 0.91 2.27 0.05  -0.28
C 2.07 2.29 0.83  0.00
C 2.03 2.94 2.04  -0.02
H 2.92 2.96 2.66  0.12
H 2.96 1.80 0.49  0.11
N 0.76 1.68 -1.17  0.12
C -0.45 1.81 -1.63  -0.60
N -0.78 1.25 -2.85  -0.03
C -0.65 -0.12 -3.02  -0.39
O -0.41 -0.61 -4.10  0.11
C -0.80 -0.88 -1.75  -0.14
C 0.15 -1.83 -1.38  0.01
C 0.06 -2.45 -0.15  -0.03
C -0.99 -2.14 0.70  -0.24
C -1.97 -1.25 0.32  -0.03
C -1.88 -0.61 -0.90  -0.02
H -2.65 0.08 -1.21  0.11
H -2.78 -1.05 1.00  0.12
S -1.07 -2.88 2.34  0.67
O 0.20 -3.48 2.59  -0.28
O -1.55 -1.85 3.22  -0.28
N -2.28 -4.00 2.08  -0.23
C -1.82 -5.35 1.76  -0.18
H -0.74 -5.40 1.93  0.11
C -2.58 -6.30 2.69  -0.15
H -3.45 -6.71 2.17  0.11
H -1.96 -7.12 3.03  0.11
C -3.05 -5.39 3.83  -0.15
H -2.24 -5.23 4.54  0.12
H -3.92 -5.77 4.35  0.11
C -3.33 -4.08 3.08  -0.19
H -3.30 -3.20 3.71  0.11
H -4.29 -4.13 2.57  0.13
H -2.02 -5.55 0.70  0.12
H 0.80 -3.17 0.17  0.12
H 0.95 -2.07 -2.06  0.11
C -0.81 2.13 -4.01  -0.12
H -1.12 1.52 -4.86  0.14
H -1.56 2.91 -3.83  0.13
C 0.55 2.78 -4.29  -0.12
H 0.45 3.38 -5.19  0.13
C 1.65 1.74 -4.52  -0.12
N 2.39 1.38 -3.27  -0.22
C 2.95 0.02 -3.37  0.00
H 3.69 -0.02 -4.17  0.11
H 2.16 -0.69 -3.58  0.09
H 3.43 -0.24 -2.43  0.11
C 3.45 2.36 -2.98  -0.01
H 3.04 3.36 -2.93  0.11
H 4.21 2.33 -3.77  0.11
H 3.92 2.12 -2.03  0.10
H 1.72 1.41 -2.41  0.11
H 2.38 2.10 -5.24  0.14
H 1.20 0.83 -4.92  0.12
H 0.82 3.45 -3.48  0.11
S -1.54 2.72 -0.63  1.17
H -1.18 4.04 2.09  0.13
H 1.84 4.68 4.06  0.12
H 0.11 5.00 3.91  0.11

The gap between HOMO and LUMO is 8.67 eV. As for the SMILES: CCc1ccc2nc(N(CCC[NH+](C)C)C(=O)c3ccc(S(=O)(=O)N4CCCC4)cc3)sc2c1. The charge is +1. Its LUMO energy is -2.8 eV.

2.
Density functional theory data (ωB97M-V/def2-TZVPD) for a 3-piece molecular cluster, C25H33N4O4 overall at a distorted geometry.

Last column: Löwdin charge in e.
Element x y z (Å)
C 5.21 0.72 0.58  -0.06
C 4.85 0.28 -0.83  -0.33
C 4.88 -1.20 -1.14  -0.05
C 4.55 1.26 -1.75  -0.10
C 3.18 1.49 -2.38  -0.20
C 2.19 1.79 -1.23  -0.16
C 0.88 2.53 -1.62  -0.32
C 0.74 2.88 -3.11  -0.08
C -0.38 1.80 -1.07  -0.14
C -1.41 1.36 -2.14  -0.10
C -2.52 0.56 -1.57  -0.24
N -2.66 -0.75 -1.77  0.17
C -3.82 -1.18 -1.14  -0.03
C -4.37 -0.10 -0.54  -0.02
N -3.55 0.98 -0.83  0.17
H 5.54 1.76 0.51  0.09
H 6.08 0.12 0.89  0.05
H 4.35 0.60 1.23  0.09
H 5.09 -1.75 -0.22  0.07
H 4.01 -1.57 -1.67  0.07
H 5.76 -1.33 -1.78  0.09
H 5.35 1.94 -2.04  0.11
H 3.30 2.31 -3.07  0.10
H 2.83 0.58 -2.89  0.11
H 2.73 2.40 -0.51  0.12
H 1.97 0.85 -0.72  0.11
H 0.89 3.49 -1.09  0.13
H -0.14 3.50 -3.29  0.08
H 0.73 1.97 -3.71  0.08
H 1.60 3.45 -3.46  0.08
H -0.91 2.47 -0.39  0.11
H -0.10 0.94 -0.45  0.11
H -1.85 2.21 -2.66  0.13
H -0.89 0.71 -2.84  0.13
H -2.03 -1.32 -2.31  0.19
H -4.19 -2.19 -1.16  0.13
H -5.29 -0.07 0.02  0.13
H -3.69 1.94 -0.55  0.19
C 6.20 -2.07 6.57  -0.07
C 6.04 -0.69 6.61  -0.06
C 6.44 0.09 5.54  0.00
C 6.99 -0.53 4.43  -0.15
C 7.16 -1.90 4.37  0.00
C 6.76 -2.67 5.45  -0.06
N 7.40 0.30 3.28  -0.35
O 7.26 1.50 3.37  0.08
O 7.85 -0.27 2.31  0.06
H 5.88 -2.68 7.40  0.11
H 5.60 -0.23 7.49  0.11
H 6.32 1.16 5.58  0.12
H 7.60 -2.36 3.50  0.12
H 6.89 -3.74 5.41  0.11
C -8.12 -1.80 -0.09  -0.08
C -9.44 -1.92 0.33  -0.06
C -10.47 -1.71 -0.58  0.01
C -10.15 -1.40 -1.89  -0.14
C -8.85 -1.27 -2.32  0.00
C -7.82 -1.47 -1.41  -0.08
N -11.24 -1.20 -2.86  -0.35
O -12.38 -1.30 -2.46  0.10
O -10.93 -0.96 -4.01  0.09
H -7.31 -1.96 0.62  0.10
H -9.66 -2.17 1.35  0.11
H -11.49 -1.80 -0.26  0.13
H -8.62 -1.02 -3.34  0.12
H -6.79 -1.38 -1.73  0.08

The gap between HOMO and LUMO is 6.09 eV. The charge is +1. The calculation puts the energy above the lowest of the compared OMol25 structures with the same formula, charge and spin at 10.3443 eV. Its LUMO energy is -2.9 eV.

3.
Density functional theory data (ωB97M-V/def2-TZVPD) for C25H33O2PdS as an isolated structure at a distorted geometry.

Last column: Mulliken spin population.
Element x y z (Å)
O 0.85 -0.23 0.08  0.04
C 0.39 -1.61 0.11  -0.01
C 1.83 -2.09 0.27  0.00
H -0.10 -1.81 -0.85  0.00
H -0.28 -1.78 0.96  0.00
C 2.23 -0.59 0.26  0.00
H 2.18 -2.64 -0.61  0.00
H 2.01 -2.59 1.24  0.00
C 2.97 -0.08 -0.96  0.00
H 2.40 -0.34 -1.86  0.00
H 3.96 -0.54 -0.99  0.00
H 3.07 1.01 -0.90  0.00
C 2.81 -0.05 1.55  -0.01
H 2.32 -0.48 2.43  0.00
H 2.71 1.05 1.62  0.00
H 3.88 -0.30 1.59  0.00
Pd -0.94 1.90 0.91  0.91
C -1.09 2.65 3.10  0.19
C -2.22 1.82 2.85  0.14
C -1.75 0.48 2.63  0.21
H -3.26 2.12 2.85  0.00
C -0.33 0.48 2.81  0.13
C 0.08 1.82 3.06  0.24
H 1.11 2.14 3.25  0.01
H -1.13 3.71 3.33  -0.01
H -2.36 -0.39 2.41  0.02
H 0.30 -0.40 2.84  0.01
C -0.78 4.20 0.32  0.16
C 0.44 3.90 1.00  0.24
C 1.15 2.90 0.26  0.23
H 0.80 4.38 1.90  -0.01
C 0.36 2.56 -0.89  0.07
C -0.82 3.38 -0.87  0.24
H -1.59 3.40 -1.63  0.04
H -1.51 4.94 0.60  0.00
H 2.14 2.53 0.47  0.00
H 0.63 1.86 -1.67  0.01
O 2.11 -4.57 -1.73  0.00
C 3.49 -4.90 -1.47  0.00
C 3.88 -6.25 -2.10  0.00
H 3.64 -4.96 -0.38  0.00
H 4.15 -4.10 -1.85  0.00
C 2.53 -6.92 -2.35  0.00
H 4.53 -6.85 -1.46  0.00
H 4.41 -6.11 -3.04  0.00
C 1.58 -5.70 -2.47  0.00
H 2.26 -7.56 -1.50  0.00
H 2.55 -7.57 -3.23  0.00
H 0.58 -5.96 -2.12  0.00
H 1.51 -5.48 -3.55  0.00
S -2.87 1.10 -0.30  0.89
C -4.01 2.36 -0.38  0.01
C -5.00 2.26 -1.40  0.11
C -5.97 3.24 -1.53  -0.06
C -6.00 4.34 -0.65  0.15
C -5.03 4.44 0.36  -0.05
C -4.06 3.46 0.50  0.09
H -4.95 1.40 -2.06  -0.01
H -6.71 3.14 -2.33  0.00
H -6.77 5.11 -0.76  0.01
H -5.03 5.28 1.05  0.00
H -3.31 3.52 1.29  0.02

The gap between HOMO and LUMO (alpha / beta) is 8.47 / 5.55 eV. The charge is +1. As for the expectation value of S²: 6.042. Its multiplicity is 5. The calculation puts the energy above the lowest of the compared OMol25 structures with the same formula, charge and spin at 0.0000 eV. Its LUMO energy (alpha / beta) is -2.0 / -5.6 eV.

4.
Density functional theory data (ωB97M-V/def2-TZVPD) for C25H34BCl3N8PtSi as an isolated structure at a distorted geometry.

Last column: Löwdin charge in e.
Element x y z (Å)
Pt -0.56 0.60 0.57  0.72
C 0.51 -0.36 -3.26  -0.08
C 0.75 -1.86 -3.19  -0.36
C 2.24 -2.20 -3.32  -0.07
C 0.12 -2.47 -1.96  -0.30
C -0.07 -3.84 -1.66  -0.02
C -0.88 -3.82 -0.55  -0.08
N -1.11 -2.54 -0.20  -0.04
N -0.50 -1.71 -1.07  0.09
B -2.30 -1.99 0.62  -0.53
N -1.88 -1.40 1.99  -0.04
C -1.67 -2.02 3.15  -0.06
C -1.46 -1.06 4.13  -0.01
C -1.59 0.16 3.48  -0.28
N -1.85 -0.05 2.17  -0.03
C -1.76 1.53 4.10  -0.36
C -1.41 2.70 3.18  -0.08
C -1.02 1.63 5.43  -0.07
N -3.02 -0.89 -0.21  -0.03
C -4.26 -1.02 -0.70  -0.06
C -4.54 0.08 -1.47  -0.01
C -3.38 0.88 -1.39  -0.27
N -2.48 0.30 -0.62  0.01
C -3.22 2.16 -2.15  -0.36
C -1.85 2.82 -1.99  -0.14
C -3.52 1.92 -3.63  -0.07
H 1.00 0.06 -4.15  0.08
H 0.91 0.15 -2.38  0.04
H -0.56 -0.14 -3.32  0.07
H 0.24 -2.33 -4.04  0.14
H 2.85 -1.55 -2.68  0.06
H 2.58 -2.04 -4.35  0.08
H 2.45 -3.24 -3.05  0.07
H 0.28 -4.70 -2.20  0.10
H -1.33 -4.63 0.01  0.12
H -3.06 -2.90 0.84  0.12
H -1.70 -3.10 3.21  0.13
H -1.30 -1.24 5.18  0.10
H -2.84 1.60 4.31  0.14
H -0.33 2.81 3.07  0.05
H -1.81 3.62 3.60  0.08
H -1.82 2.57 2.18  0.05
H 0.05 1.49 5.29  0.08
H -1.37 0.89 6.15  0.07
H -1.18 2.62 5.87  0.08
H -4.83 -1.91 -0.49  0.12
H -5.44 0.29 -2.02  0.10
H -3.98 2.85 -1.76  0.14
H -1.05 2.19 -2.38  0.03
H -1.63 3.05 -0.94  0.01
H -1.84 3.76 -2.54  0.08
H -2.78 1.25 -4.06  0.08
H -3.47 2.87 -4.18  0.08
H -4.51 1.49 -3.79  0.07
N 4.01 -1.66 0.12  0.16
C 2.73 -1.31 -0.06  -0.30
N 2.53 -0.01 -0.16  -0.03
C 3.83 0.53 -0.05  -0.27
C 4.26 1.85 -0.13  -0.06
C 5.62 2.09 0.02  -0.07
C 6.53 1.06 0.24  -0.08
C 6.12 -0.26 0.30  -0.01
C 4.76 -0.49 0.14  -0.18
H 4.35 -2.60 0.19  0.17
H 1.94 -2.04 -0.13  0.11
H 3.54 2.65 -0.27  0.06
H 5.98 3.11 -0.02  0.11
H 7.58 1.29 0.35  0.10
H 6.83 -1.07 0.44  0.11
Cl 1.92 -1.29 2.52  0.36
Si 1.31 0.46 1.59  -0.37
Cl 2.50 1.85 2.48  0.35
Cl 0.83 2.48 -0.41  0.04

The gap between HOMO and LUMO is 8.17 eV. The calculation puts the energy above the lowest of the compared OMol25 structures with the same formula, charge and spin at 3.3893 eV. Its LUMO energy is -0.2 eV.